[1]
DFT (wB97M-V/def2-TZVPD) results for a 3-piece molecular cluster, C16H37BN5O6 overall at a distorted geometry.

CARTESIAN COORDINATES (ANGSTROEM)
C: -0.30724 5.03700 2.99872
C: -0.00611 3.96326 1.83012
O: 1.06992 4.11574 1.19748
O: -0.90366 2.86828 1.57033
C: -0.04467 1.77234 1.13126
C: -0.89300 0.38920 1.11984
C: 0.11004 -0.81266 1.45446
C: -0.16836 -1.20739 3.00851
N: -1.48799 -1.88789 3.19932
C: -1.74229 -2.96884 2.20854
O: -1.02843 -4.18435 2.59414
C: -1.50798 -2.55501 0.68318
N: -0.07555 -2.04085 0.58853
B: 0.40745 -1.88207 -0.84403
O: -0.48167 -1.20261 -1.77007
N: 1.69560 -2.35005 -1.39637
C: 2.79190 -2.39477 -0.38905
C: 1.57239 -3.61234 -2.18349
H: -1.39673 4.95920 3.35092
H: 0.41402 4.83324 3.87110
H: -0.14140 6.09729 2.58699
H: 0.35513 1.92149 0.06214
H: 0.87564 1.66197 1.79510
H: -1.40385 0.32540 0.10576
H: -1.73733 0.43763 1.90422
H: 1.20905 -0.47085 1.41070
H: 0.72582 -1.74443 3.47229
H: -0.25638 -0.18838 3.54334
H: -1.42914 -2.38174 4.11066
H: -2.85771 -3.23749 2.30296
H: -0.07760 -3.97865 2.75575
H: -1.54620 -3.50272 0.02743
H: -2.26693 -1.82733 0.25666
H: 0.49230 -2.78921 1.04679
H: -1.28205 -1.75016 -1.93986
H: 2.77974 -1.40165 0.18639
H: 2.66357 -3.22614 0.40771
H: 3.82491 -2.53540 -0.87384
H: 1.78591 -4.56640 -1.59419
H: 0.56926 -3.66267 -2.74939
H: 2.37441 -3.57302 -3.01441
C: -4.57637 -3.28172 -1.50654
C: -3.58800 -3.59485 -2.59739
O: -2.37010 -3.54527 -2.41521
N: -4.07438 -3.94103 -3.81308
C: -5.45777 -4.05640 -4.22586
H: -4.03948 -3.02261 -0.59393
H: -5.19713 -2.43123 -1.79530
H: -5.20026 -4.15429 -1.30367
H: -3.35217 -4.13639 -4.49290
H: -5.62931 -5.07841 -4.56836
H: -5.62614 -3.36860 -5.05645
H: -6.14958 -3.82475 -3.41898
C: 3.61500 5.61198 0.86037
C: 5.04669 5.82405 0.44790
O: 5.98438 5.52147 1.17337
N: 5.28345 6.37172 -0.77674
C: 4.32058 6.79294 -1.77109
H: 3.58610 5.16987 1.85589
H: 3.08815 6.56812 0.89146
H: 3.12203 4.93021 0.16581
H: 6.26630 6.48292 -0.98226
H: 4.50562 6.23041 -2.68879
H: 4.47251 7.85639 -1.96785
H: 3.29510 6.62848 -1.44707

Summary:
orbital gap: 0.29239 Ha
net charge: +1
E_HOMO: -10.615 eV
multiplicity: 1
lowest unoccupied orbital energy: -2.658 eV



[2]
DFT (wB97M-V/def2-TZVPD) results for C18H39NO2P2SiV as an isolated structure at a distorted geometry.

CARTESIAN COORDINATES (ANGSTROEM)
V: -0.20466 -0.12797 -0.83461
P: -2.19975 0.99991 -1.81421
P: 1.63265 -1.22829 0.45994
N: 0.47303 -0.54625 -2.41040
H: 0.36940 1.30827 -0.75920
C: -2.22472 2.78945 -2.17832
H: -3.16063 3.07691 -2.67841
H: -1.37928 3.02715 -2.83260
H: -2.11417 3.36685 -1.25547
C: -3.79422 0.74005 -0.95709
H: -4.61724 1.24180 -1.47486
H: -3.72956 1.09520 0.07364
H: -3.98805 -0.33419 -0.90355
C: -2.54156 0.26471 -3.44603
H: -3.45551 0.69290 -3.88209
H: -2.66396 -0.81884 -3.33239
H: -1.69200 0.45135 -4.11181
C: 3.09950 -0.21001 0.89031
H: 3.89811 -0.76112 1.41574
H: 2.76528 0.60293 1.52968
H: 3.50739 0.25943 -0.01160
C: 1.30787 -2.33674 1.90814
H: 2.15922 -2.76446 2.44946
H: 0.59089 -3.11677 1.63674
H: 0.77028 -1.68844 2.60680
C: 2.43664 -2.54272 -0.55801
H: 3.26197 -3.08116 -0.07058
H: 2.82668 -2.16590 -1.50359
H: 1.71407 -3.30845 -0.84981
C: 0.80997 -1.07456 -3.60527
C: 1.92754 -0.83093 -5.77862
C: 1.57418 -0.30603 -4.55111
C: 0.41427 -2.40895 -3.98394
C: 0.77602 -2.93174 -5.21640
C: 1.53452 -2.14857 -6.11723
H: 2.51056 -0.23060 -6.47704
H: 1.83819 0.69303 -4.23519
H: -0.17647 -2.97571 -3.27423
H: 0.48188 -3.94631 -5.50044
H: 1.82983 -2.56951 -7.10494
C: -1.74589 1.06696 1.88476
O: -1.96222 0.24000 1.00000
C: -1.64643 2.52899 1.50245
H: -1.54165 3.28086 2.29448
H: -2.51829 2.86561 0.91683
H: -0.78144 2.61361 0.81687
C: -2.21534 0.82280 3.35006
H: -1.48607 1.18081 4.14584
H: -2.31204 -0.25594 3.47692
H: -3.17946 1.27983 3.65309
C: -0.12374 -0.87313 4.68160
Si: 0.42391 0.56311 3.60331
C: 0.66633 2.41453 3.47254
C: 2.24902 0.23287 4.08310
O: 0.35611 0.22310 2.03848
H: -0.38875 -0.37388 5.62223
H: 0.68920 -1.58721 4.86601
H: -0.96484 -1.46619 4.30298
H: 1.47651 2.71131 4.15273
H: 0.96474 2.73137 2.45709
H: -0.19591 3.01806 3.75984
H: 2.58697 -0.80389 3.91040
H: 2.94304 0.93245 3.57642
H: 2.13807 0.49827 5.17055

Summary:
orbital gap (spin up / spin down): 0.26411 / 0.28909 Ha
net charge: 0
E_HOMO (spin up / spin down): -7.605 / -7.606 eV
multiplicity: 2
lowest unoccupied orbital energy (spin up / spin down): -0.419 / 0.260 eV



[3]
DFT (wB97M-V/def2-TZVPD) results for a 2-piece molecular cluster, C5H11NO overall at a distorted geometry.

CARTESIAN COORDINATES (ANGSTROEM)
C: -0.21529 3.87231 0.14971
C: -0.38251 2.40350 -0.09761
C: 0.53354 1.40619 -0.04619
C: 0.30580 0.00302 -0.30007
C: 1.11684 -0.87691 0.32341
N: 1.01026 -2.21557 0.37050
H: -0.76853 4.50971 -0.52200
H: 0.84129 4.21150 0.08101
H: -0.56571 4.18134 1.17752
H: -1.37689 2.09892 -0.51522
H: 1.60517 1.72735 0.26867
H: -0.62122 -0.44264 -0.42664
H: 2.07707 -0.51547 0.76764
H: 1.80934 -2.78483 0.72599
H: 0.29510 -2.88246 -0.05342
O: -1.88868 -4.63571 -0.40953
H: -2.29012 -4.57582 -1.20049
H: -1.48547 -5.48443 -0.29326

Summary:
orbital gap: 0.28198 Ha
structure (SMILES): C/C=C/C=C/N.O
energy above the lowest of the compared OMol25 structures with the same formula, charge and spin: 60.0 kcal/mol
net charge: 0
E_HOMO: -7.002 eV
multiplicity: 1
lowest unoccupied orbital energy: 0.671 eV



[4]
DFT (wB97M-V/def2-TZVPD) results for C23H26MoN6O8S2 as an isolated structure at a distorted geometry.

CARTESIAN COORDINATES (ANGSTROEM)
Mo: 0.54420 0.77420 1.30410
N: 4.22051 -0.25502 3.18411
C: 3.26011 0.45511 2.53969
S: 1.79452 0.83552 3.45165
N: 3.46767 0.81707 1.31172
N: 2.38857 1.45942 0.75552
C: 2.62935 2.46675 -0.01888
C: 1.64361 3.46608 -0.31897
C: 1.93900 4.51334 -1.20411
C: 1.09973 5.59540 -1.32808
C: -0.05573 5.67398 -0.54845
C: -0.37767 4.65765 0.32582
C: 0.44214 3.53462 0.43013
O: 0.12117 2.54391 1.24589
H: 4.16915 -0.29865 4.18581
H: 5.12897 -0.31106 2.75105
H: 3.65852 2.62503 -0.32744
H: 2.84966 4.46018 -1.78853
H: 1.33800 6.39067 -2.02127
H: -0.70186 6.53819 -0.62904
H: -1.26995 4.69209 0.93579
C: -1.91967 2.55578 -3.02189
C: -1.83024 1.47993 -1.94644
C: -2.62080 0.22732 -2.31963
O: -2.27112 1.99046 -0.70041
C: -0.34601 1.04408 -1.77208
O: 0.38385 1.03560 -2.74062
O: 0.01404 0.58881 -0.60183
H: -2.96170 2.74098 -3.29420
H: -1.36301 2.24475 -3.90363
H: -1.47833 3.47774 -2.64280
H: -3.66762 0.48005 -2.50847
H: -2.56417 -0.49625 -1.50458
H: -2.20324 -0.22469 -3.21978
H: -3.19813 2.23593 -0.78637
O: 1.12988 -0.92183 1.26548
C: 1.90034 -1.92680 1.09626
C: 1.96971 -2.78854 -0.01339
C: 3.13710 -3.56319 -0.15368
C: 3.40436 -4.21089 -1.32499
C: 2.50483 -4.13844 -2.41951
C: 1.32855 -3.47868 -2.29745
C: 0.95919 -2.81573 -1.07743
O: -0.17709 -2.33104 -0.93560
N: 4.64630 -4.92999 -1.47642
O: 4.86051 -5.48782 -2.54005
O: 5.42140 -4.95006 -0.53255
H: 2.67248 -2.02879 1.85970
H: 3.86135 -3.60380 0.64997
H: 2.78455 -4.63420 -3.33753
H: 0.61920 -3.43492 -3.11264
C: -4.88483 -0.17426 2.35378
N: -3.85135 -1.17077 2.23452
C: -4.16219 -2.58910 2.14261
C: -2.78748 -3.21951 1.86698
N: -1.85938 -2.08400 1.90281
C: -2.53725 -0.94169 2.09115
S: -1.85346 0.59549 2.26626
H: -5.41733 -0.27003 3.30259
H: -5.60017 -0.28820 1.53576
H: -4.42481 0.80842 2.30224
H: -4.88142 -2.77061 1.33999
H: -4.59735 -2.94596 3.07889
H: -2.75130 -3.71641 0.89725
H: -2.50626 -3.93658 2.63762
H: -1.17162 -2.06697 1.12359

Summary:
orbital gap (spin up / spin down): 0.25932 / 0.26032 Ha
energy above the lowest of the compared OMol25 structures with the same formula, charge and spin: 52.4 kcal/mol
net charge: 0
E_HOMO (spin up / spin down): -7.541 / -8.183 eV
multiplicity: 3
lowest unoccupied orbital energy (spin up / spin down): -0.485 / -1.100 eV



no.,total energy (hartree)
1,-1381.71280
2,-2830.59034
3,-327.03568
4,-2687.04615